Entry 1:
The following is a quantum chemistry calculation of a gas-phase ion, CH5N2O (charge -1), from the Open Molecules 2025 dataset.

```
9
Properties=species:S:1:pos:R:3:forces:R:3:lowdin_charge:R:1
N -0.635 -0.456 -0.031 0.3 -1.0 1.6 -0.41
N 0.199 -0.795 -1.203 0.8 -2.0 1.4 -0.09
H 0.520 -1.715 -0.700 -0.3 1.6 -1.5 0.06
H 1.091 -0.231 -1.296 -0.9 -0.3 0.8 0.02
C -0.317 0.876 0.419 -2.0 -0.1 1.3 -0.22
H -0.680 1.669 -0.233 -0.7 0.0 -0.2 0.05
H 0.698 1.031 0.441 3.1 0.2 0.2 0.00
O -0.229 -1.380 1.108 -0.3 1.7 -2.3 -0.49
H -0.646 1.002 1.494 -0.1 -0.1 -1.4 0.08
```
Forces are in eV/Å.

frontier orbital gap	6.748	eV
multiplicity	1
max |F|	0.0607	hartree/bohr
energy relative to the best compared isomer or geometry (same formula, charge and spin)	89.0	kcal/mol
LUMO level	0.177	hartree
net charge	-1
SMILES	CN(N)[O-]


Entry 2:
The following is a quantum chemistry calculation of 13 unconnected molecules or ions with the total composition C68H167N9O24, from the Open Molecules 2025 dataset.

```
268
Properties=species:S:1:pos:R:3:forces:R:3:lowdin_charge:R:1
H -12.423 -23.376 17.069 0.1 0.0 0.4 0.12
C -29.880 -8.440 28.240 1.3 0.6 0.6 -0.19
H -28.246 -24.989 19.243 0.0 0.2 0.1 0.07
N -10.524 -24.054 15.273 -1.5 2.9 -0.5 -0.04
O -26.878 -2.941 27.369 0.0 0.0 -0.2 -0.05
H -12.422 -3.963 22.826 0.2 -0.2 -0.1 0.07
H -19.205 -4.260 17.746 0.0 -0.1 0.3 0.11
H -21.842 -13.030 12.082 0.8 -0.5 0.1 0.10
C -12.359 -12.996 16.705 -0.4 -0.7 -0.7 -0.25
C -12.917 -6.746 21.727 0.0 2.3 2.0 -0.27
H -20.164 -13.821 24.564 -0.2 0.6 0.0 0.07
O -20.188 -3.110 16.337 -0.3 -0.1 0.1 -0.06
H -23.921 -25.688 21.664 0.5 0.2 0.5 0.10
H -14.283 -22.260 17.659 0.2 -0.3 0.4 0.08
H -29.193 -9.807 20.665 0.1 -0.2 0.0 0.12
H -30.319 -9.357 27.846 -0.5 -0.3 0.6 0.12
H -17.687 -12.919 33.209 0.0 0.1 -0.6 0.09
H -17.231 -15.238 32.333 0.4 -0.5 -0.1 0.12
O -21.200 -13.369 37.631 -2.0 0.8 0.0 -0.18
O -16.184 -21.789 6.606 0.8 1.1 1.3 -0.22
H -28.783 -9.198 30.036 0.6 -0.1 -0.6 0.12
H -12.136 -12.805 15.656 0.5 0.0 -0.2 0.11
H -28.414 -0.555 27.272 -0.1 0.1 0.3 0.08
H -14.709 -20.755 17.009 0.2 0.4 -0.2 0.08
C -23.533 -13.762 36.868 -0.4 -0.1 -0.8 -0.19
H -25.111 -15.515 35.510 -0.1 -0.3 0.0 0.11
C -24.831 -22.900 21.960 -0.1 2.4 0.2 -0.05
O -23.673 -16.966 33.100 0.3 0.0 0.6 -0.19
H -21.256 -14.889 23.795 -0.5 0.0 0.2 0.07
C -27.547 -1.272 25.700 0.0 0.6 -0.3 -0.24
O -18.639 -14.699 33.671 -0.8 1.6 1.0 -0.22
O -34.071 -5.783 27.963 2.3 0.0 0.3 -0.18
H -23.532 -13.205 13.461 0.3 -0.4 0.2 0.11
H -28.355 -23.373 21.013 -0.7 0.9 -0.6 0.11
H -16.923 -21.275 8.657 -0.3 -0.3 0.1 0.09
N -17.382 -17.185 34.329 0.9 0.2 -0.1 -0.08
H -22.724 -11.788 21.682 -0.3 -0.3 0.1 0.12
H -18.878 -19.915 13.604 0.1 -0.7 -0.2 0.09
H -27.288 -22.057 23.028 0.1 0.1 0.0 0.08
C -11.962 -22.504 16.606 -0.6 0.8 -2.8 -0.19
C -28.277 -6.677 18.539 0.6 -3.1 0.6 -0.21
H -20.497 -8.516 24.767 0.5 -0.3 0.5 0.10
H -13.997 -6.770 21.582 -0.1 0.4 -0.1 0.12
O -27.992 -0.163 26.504 0.0 -0.9 -0.4 -0.07
H -22.555 -10.942 14.474 -0.1 -0.5 0.2 0.12
H -13.382 -20.802 18.192 0.2 0.0 0.0 0.09
H -25.248 -27.123 20.583 -0.7 -0.3 -0.3 0.12
H -17.150 -20.735 11.957 0.2 -0.3 -0.1 0.12
C -20.816 -13.897 23.693 -0.1 -0.7 -0.3 -0.02
H -24.128 -18.955 32.928 0.2 0.2 -0.4 0.08
H -28.901 -8.430 27.760 0.2 0.2 -0.1 0.11
H -24.271 -24.590 19.673 -0.2 -0.1 0.1 0.06
C -16.989 -18.032 38.535 -0.4 0.6 -0.2 -0.11
C -20.775 -10.151 22.728 -0.8 -0.2 -0.9 -0.16
H -19.386 -12.986 32.524 0.2 -0.6 -0.5 0.08
H -18.288 -21.043 10.620 -0.7 -0.2 0.4 0.12
H -11.948 -24.604 12.896 -0.4 0.0 0.4 0.12
H -27.652 -7.809 20.416 0.4 -0.1 -0.8 0.11
H -26.551 -12.949 15.598 0.0 0.2 -0.2 0.09
H -25.747 -1.344 26.802 -0.1 0.0 0.4 0.12
H -22.038 -10.211 11.982 -0.2 0.2 0.5 0.09
H -13.087 -6.436 23.913 0.2 -0.3 -0.1 0.11
H -28.362 -1.910 25.357 -0.5 -0.4 0.6 0.11
C -18.215 -15.563 32.669 -0.7 -0.9 0.0 -0.22
H -26.673 -12.999 13.798 -0.2 0.6 0.0 0.08
C -18.705 -13.293 33.318 0.4 -0.7 1.4 -0.08
H -31.662 -9.452 32.190 0.0 -0.1 -0.4 0.08
H -24.549 -24.539 23.830 0.3 0.4 -0.3 0.11
H -25.793 -2.505 25.580 -0.2 -0.8 -0.1 0.11
C -26.797 -22.919 23.479 -0.4 0.3 -0.1 -0.04
H -11.056 -24.844 15.611 0.1 -0.4 0.0 0.09
H -9.189 -24.983 14.095 0.2 -0.3 -0.3 0.12
H -11.031 -22.062 14.677 0.0 0.0 0.1 0.12
O -32.048 -8.850 19.368 -1.6 -0.1 -1.5 -0.19
H -12.426 -6.138 20.967 0.0 -0.3 -0.6 0.11
O -12.444 -8.033 21.876 0.4 -1.0 -0.4 -0.05
H -27.421 -6.017 18.395 -0.4 0.7 0.1 0.12
H -20.130 -2.384 16.962 -0.1 0.3 -0.1 0.08
H -18.562 -9.233 13.154 -0.5 0.0 0.3 0.09
C -20.259 -12.120 13.333 0.7 -0.4 -0.1 -0.22
C -25.786 -26.430 21.230 -0.7 1.0 -0.1 -0.15
H -12.431 -23.143 14.626 0.0 -0.1 -0.1 0.11
H -29.343 -7.554 30.234 0.5 0.6 -0.6 0.12
C -32.625 -5.854 27.750 -0.8 -0.4 -0.7 -0.20
H -15.897 -19.247 10.383 -0.4 0.6 0.2 0.12
H -18.928 -15.413 31.858 0.1 -0.6 -0.6 0.11
O -18.446 -19.203 11.672 0.1 -0.3 -0.7 -0.19
H -11.171 -22.026 17.185 0.0 -0.3 0.2 0.12
H -22.122 -8.866 24.580 -0.5 -0.1 0.1 0.08
H -30.643 -7.462 26.776 -0.1 0.6 -0.5 0.09
C -24.085 -15.520 35.141 0.5 1.1 0.5 -0.21
C -27.632 -25.800 19.635 0.3 0.9 -0.3 -0.04
H -17.850 -17.628 32.367 -0.2 -0.5 0.0 0.12
H -22.728 -13.940 34.982 0.1 -0.2 0.0 0.10
H -20.161 -14.590 38.817 0.0 -1.2 -0.3 0.09
H -28.198 -6.236 20.643 -1.0 0.1 0.6 0.09
H -34.264 -4.351 29.494 0.5 0.2 -0.2 0.08
H -32.491 -5.836 26.669 -0.1 0.1 -0.1 0.12
H -22.053 -15.234 37.301 0.3 -0.1 -0.7 0.10
C -34.304 -5.423 29.302 -1.6 -0.1 0.1 -0.14
N -23.587 -14.176 35.458 0.0 0.3 0.0 -0.09
H -16.406 -19.553 36.541 -0.6 -0.3 0.1 0.12
H -11.507 -5.948 23.251 0.0 -0.3 -0.1 0.11
H -19.282 -17.346 33.442 -0.3 -0.1 -0.2 0.11
C -16.618 -18.544 36.187 0.2 0.6 0.6 -0.21
H -18.245 -10.663 12.261 0.3 -0.1 -0.4 0.08
H -30.468 -7.351 19.925 -0.1 0.4 0.1 0.09
C -11.031 -25.150 13.119 0.1 -0.4 -0.4 -0.25
H -35.354 -5.670 29.459 0.0 -0.2 0.3 0.09
H -20.563 -10.993 20.741 -0.3 -0.1 -0.1 0.11
H -25.799 -14.182 14.615 0.8 -0.2 0.2 0.08
N -30.576 -7.225 27.755 -0.7 -0.9 0.6 -0.05
C -23.145 -11.081 13.568 -0.3 0.3 -2.1 -0.18
C -14.925 -21.353 7.140 -1.1 0.1 2.2 -0.17
C -22.341 -14.258 37.694 0.3 -0.2 -0.8 -0.20
H -22.823 -11.263 25.992 -0.3 0.1 -0.4 0.10
H -33.706 -5.964 30.037 0.2 -0.1 -0.1 0.08
H -15.992 -17.685 38.809 0.1 -0.1 0.2 0.09
C -29.578 -8.507 29.759 -0.4 -0.1 0.2 -0.23
H -16.911 -19.255 34.268 -0.1 0.1 -0.5 0.12
H -24.107 -12.832 23.711 0.0 0.7 -1.1 0.09
H -25.647 -24.083 18.644 0.1 0.7 0.3 0.07
H -13.808 -11.549 16.568 0.4 -0.5 -0.5 0.09
H -31.945 -7.218 29.342 0.2 0.5 0.1 0.10
H -25.106 -15.476 33.297 -0.2 -0.1 -0.3 0.11
H -30.487 -8.179 32.315 0.5 0.0 0.3 0.08
C -26.423 -2.074 26.358 0.2 1.5 -0.6 -0.27
H -17.615 -16.507 35.040 -0.1 0.1 0.1 0.11
H -21.630 -13.176 21.340 -0.5 -0.2 0.0 0.12
H -23.533 -14.244 22.774 0.4 0.1 0.0 0.10
H -29.050 -7.267 15.933 0.3 -0.7 0.8 0.08
H -18.445 -18.779 35.029 -0.2 -0.6 0.3 0.12
H -15.408 -23.356 5.463 0.2 -0.2 0.3 0.09
C -29.311 -6.351 16.463 -1.1 0.7 -0.6 -0.12
H -31.197 -10.789 19.674 -0.3 0.0 -0.6 0.12
C -26.023 -23.710 22.449 2.0 -1.7 -1.1 -0.49
H -23.460 -14.957 33.120 0.2 -0.1 0.2 0.12
H -16.936 -3.997 16.438 -0.1 -0.6 0.9 0.11
H -17.393 -19.193 9.321 0.0 0.8 0.3 0.12
C -19.060 -10.093 12.706 1.1 -0.9 -0.5 -0.12
H -25.132 -22.098 21.286 -0.4 -0.2 -0.5 0.09
C -21.831 -12.329 21.996 1.8 1.3 -0.8 -0.14
H -23.536 -16.269 35.711 0.2 -0.6 -0.3 0.11
H -27.343 -26.350 18.740 0.0 -0.5 0.3 0.08
H -12.573 -27.042 12.180 0.4 0.6 -0.1 0.09
O -13.089 -4.597 23.099 0.0 -1.2 -0.3 -0.10
H -23.660 -12.681 36.817 0.5 0.1 0.6 0.12
H -19.097 -12.778 34.196 0.0 -0.2 0.2 0.08
C -26.018 -13.115 14.662 0.3 0.1 -0.2 -0.10
C -12.580 -5.980 23.063 -0.9 1.0 -0.2 -0.19
H -24.463 -26.941 22.800 0.1 0.2 0.3 0.11
O -17.266 -17.733 37.176 -0.2 -0.8 -0.1 -0.20
H -13.331 -26.815 13.781 -0.1 0.9 -0.1 0.08
C -20.039 -14.072 37.865 1.0 -0.7 0.6 -0.15
H -28.647 -5.594 16.046 0.5 0.3 0.7 0.08
H -12.932 -13.923 16.699 -0.1 -0.3 0.1 0.11
H -17.748 -17.491 39.100 0.2 0.3 0.1 0.08
C -23.268 -13.503 23.528 -1.3 -0.1 2.2 -0.07
H -27.979 -7.607 18.055 0.6 -0.3 -0.2 0.10
C -31.238 -9.767 20.050 0.5 0.4 0.7 -0.24
C -21.275 -12.103 12.167 -0.9 0.7 1.2 -0.18
H -19.121 -13.537 38.110 -0.4 1.2 -0.5 0.09
C -24.088 -15.698 33.616 -0.3 -0.7 0.1 -0.19
H -23.956 -23.359 21.502 -0.3 -0.5 0.3 0.08
O -22.185 -11.901 25.664 0.6 -1.2 1.1 -0.01
H -32.642 -10.005 17.638 -0.4 -0.5 0.8 0.07
H -11.181 -13.335 18.548 0.2 0.7 0.0 0.12
H -12.861 -8.524 21.164 0.3 -0.5 0.1 0.09
H -19.684 -11.748 22.034 0.0 -0.7 -0.2 0.10
C -20.882 -10.555 24.199 1.0 -1.3 0.0 -0.50
H -19.804 -14.634 36.961 0.1 -0.9 0.4 0.09
C -13.837 -21.316 17.346 -0.9 -0.1 -0.4 -0.13
H -20.249 -20.044 12.355 0.3 -0.9 -0.1 0.09
H -14.487 -22.205 7.660 0.5 -0.3 -0.4 0.11
C -30.669 -9.151 31.856 -0.3 0.7 -1.5 -0.06
H -12.340 -28.112 13.500 0.6 -0.2 0.0 0.08
O -29.481 -6.366 17.876 0.4 0.7 -0.3 -0.18
H -23.981 -18.530 34.550 0.0 0.7 0.5 0.08
H -29.543 -9.460 18.981 0.6 0.3 -0.4 0.11
C -11.522 -22.897 15.175 1.5 -1.4 1.7 -0.17
C -24.757 -26.034 22.271 -0.6 1.0 -0.8 -0.19
O -19.641 -10.906 13.688 -1.0 1.7 0.5 -0.20
C -32.285 -9.022 17.942 0.5 -0.9 0.8 -0.07
H -26.104 -22.551 24.235 0.0 0.0 0.0 0.09
H -22.629 -14.602 38.687 0.1 1.0 0.7 0.12
H -27.284 -0.831 24.739 0.8 0.2 0.2 0.11
H -19.079 -11.911 24.459 -0.4 -0.1 -0.4 0.06
C -28.434 -7.133 20.071 -0.5 0.5 -1.1 -0.17
H -19.961 -9.465 22.495 0.3 0.0 0.6 0.12
H -27.520 -3.515 26.944 -0.1 -0.3 0.2 0.08
C -26.384 -25.243 20.352 1.5 -0.4 0.6 -0.42
C -17.400 -18.502 34.887 0.2 -0.2 1.0 -0.23
N -21.951 -11.623 24.333 0.2 1.8 -2.1 -0.10
C -17.706 -20.281 11.137 0.8 0.4 -0.4 -0.21
H -14.335 -20.004 8.845 0.1 -0.1 -0.1 0.11
H -19.752 -18.585 13.003 0.0 0.3 0.1 0.08
H -31.603 -9.871 21.072 -0.2 0.4 0.1 0.12
H -21.671 -9.579 22.488 -0.3 0.0 0.0 0.11
H -33.074 -8.342 17.622 0.6 0.4 0.1 0.09
N -16.217 -20.877 9.260 0.7 -0.4 -0.3 -0.08
H -25.972 -25.386 23.926 -0.6 -0.2 -0.3 0.11
C -11.037 -13.302 17.468 -1.8 -1.0 -0.8 -0.26
H -9.693 -23.569 13.281 -0.2 0.8 0.7 0.12
H -24.548 -22.271 22.804 0.8 -0.3 0.2 0.08
C -20.659 -11.338 21.770 0.1 0.1 1.1 -0.17
N -29.697 -7.815 20.382 -0.4 0.4 0.0 -0.05
C -19.514 -10.961 24.768 0.9 -0.6 -0.2 -0.04
H -32.586 -8.016 28.033 -0.2 -0.1 -0.7 0.12
C -24.096 -12.272 13.476 1.2 -0.5 0.8 -0.25
C -31.981 -7.137 28.255 0.5 -0.2 0.7 -0.21
O -13.194 -11.971 17.174 0.3 0.8 1.7 -0.07
H -28.268 -26.364 20.317 0.2 -0.2 -0.1 0.08
H -17.741 -3.138 15.325 -0.5 1.0 0.0 0.12
H -29.972 -9.928 32.172 0.3 0.2 -0.1 0.08
H -19.418 -12.781 13.126 -0.1 -0.6 -0.5 0.11
H -20.198 -14.078 22.813 0.3 0.6 0.0 0.07
C -25.250 -24.871 19.284 -1.8 0.4 -0.2 -0.03
C -16.070 -22.491 5.422 -0.2 -0.3 -0.3 -0.14
H -14.280 -20.949 6.361 0.0 0.1 0.1 0.12
H -19.468 -11.000 25.856 -0.3 0.2 0.0 0.08
N -22.366 -11.105 12.318 1.1 0.0 -0.6 -0.08
H -18.782 -10.226 24.432 0.0 0.2 0.2 0.08
C -19.340 -19.544 12.690 -0.7 1.7 0.4 -0.13
H -27.560 -23.496 24.002 0.0 -0.2 -0.2 0.09
H -10.599 -25.348 12.138 0.2 -0.1 -0.2 0.12
H -25.409 -17.993 33.564 -0.2 0.1 0.4 0.09
C -12.405 -27.052 13.257 -0.2 -1.3 0.9 -0.12
H -31.355 -9.013 17.373 0.2 1.0 -0.1 0.07
H -17.087 -22.853 5.270 0.2 0.1 -0.8 0.10
C -17.801 -3.335 16.395 0.5 -0.7 -0.4 -0.25
H -17.139 -19.064 38.853 0.2 -0.4 -0.5 0.08
N -26.834 -24.138 21.279 1.6 -3.8 1.6 -0.15
H -10.790 -14.327 17.192 -0.5 -0.5 0.1 0.11
H -23.312 -13.911 24.538 0.2 -1.0 -0.1 0.08
C -15.238 -20.322 8.323 -0.4 -1.0 -2.0 -0.20
H -20.729 -11.944 11.237 -0.3 0.1 -0.1 0.11
H -30.273 -6.071 16.036 -0.2 0.0 0.2 0.08
C -18.255 -17.065 33.208 0.6 2.6 -1.2 -0.19
H -15.661 -21.837 4.652 -0.4 0.0 -0.5 0.09
H -23.807 -10.223 13.449 0.1 0.3 0.3 0.12
H -21.375 -9.532 26.030 0.4 0.3 0.0 0.08
C -10.064 -24.353 13.942 1.0 -1.7 -0.3 -0.25
C -19.150 -4.001 16.689 0.8 0.5 -0.1 -0.25
C -24.327 -18.121 33.601 -0.2 -0.2 -0.8 -0.12
O -27.495 -23.122 20.666 -0.9 1.0 -0.4 -0.01
C -21.933 -12.820 23.428 0.6 0.2 0.4 -0.49
O -17.538 -2.160 17.163 -0.4 0.0 -0.7 -0.06
C -16.782 -19.768 10.017 -0.1 -0.7 0.4 -0.21
H -19.297 -4.917 16.115 0.2 0.1 -0.1 0.12
O -11.260 -26.389 13.782 -1.0 0.1 -0.8 -0.17
H -24.591 -12.280 12.504 -0.6 0.5 0.1 0.13
C -21.210 -9.314 24.974 -1.6 0.7 -0.2 -0.06
H -17.899 -2.245 18.049 0.1 -0.3 0.1 0.08
H -32.113 -4.978 28.148 -0.1 0.1 0.2 0.12
O -24.888 -12.230 14.626 -1.5 -0.6 0.3 -0.18
H -25.163 -25.637 18.513 0.3 -0.6 0.5 0.07
H -15.622 -18.138 36.013 0.2 0.3 -0.2 0.12
H -26.634 -26.874 21.752 0.0 -0.4 -0.2 0.11
H -9.654 -12.973 16.225 0.1 0.2 0.0 0.09
C -29.833 -9.222 20.005 1.2 -0.2 0.1 -0.23
H -15.700 -19.489 7.794 0.2 0.7 0.1 0.11
H -20.642 -12.460 14.295 -0.5 -0.1 -0.2 0.12
O -9.968 -12.560 17.032 1.3 1.4 0.1 -0.05
H -24.471 -14.107 37.302 0.0 -0.2 0.3 0.11
O -12.979 -21.540 16.252 0.1 -0.1 1.4 -0.21
O -30.716 -8.958 30.411 -2.1 -1.3 1.6 -0.24
C -25.325 -24.934 23.174 -0.4 -0.2 0.3 -0.13
H -19.673 -9.782 11.860 -0.5 0.1 0.2 0.08
```
Forces are in eV/Å.

frontier orbital gap	8.396	eV
multiplicity	1
max |F|	0.0865	hartree/bohr
LUMO level	0.011	hartree


Entry 3:
The following is a quantum chemistry calculation of 3 unconnected molecules or ions with the total composition C6H10O2, from the Open Molecules 2025 dataset.

```
18
Properties=species:S:1:pos:R:3:forces:R:3:lowdin_charge:R:1
H -0.299 -1.725 0.225 -0.2 0.3 0.3 0.01
H 2.234 -0.659 -1.676 -0.1 0.2 0.2 0.03
C -1.071 0.255 -1.126 -0.8 -0.4 0.2 -0.10
C 0.134 0.947 -1.145 -0.7 0.3 0.5 -0.11
H 0.772 -2.656 0.600 0.2 0.0 0.4 0.05
C -1.221 0.492 1.282 0.3 0.2 0.0 -0.10
O 0.217 -1.974 1.005 0.2 -0.6 -0.6 -0.06
H 1.856 -0.862 -0.169 -0.1 0.2 -0.2 0.01
H 0.198 1.905 2.124 0.3 -0.5 0.3 0.10
O 2.224 -1.287 -0.951 0.4 -0.6 -0.1 -0.06
H -1.554 -0.260 -1.948 0.4 0.5 -0.6 0.11
H -2.737 -0.380 0.138 0.1 -0.5 -0.4 0.11
C -1.758 0.075 0.069 0.2 0.0 0.7 -0.12
H 0.641 1.205 -2.062 0.2 -0.3 -0.1 0.10
H -1.580 0.048 2.201 -0.5 0.6 0.1 0.11
C 0.559 1.500 0.060 0.6 0.4 0.1 -0.11
H 1.492 2.053 0.108 -0.1 0.2 -0.3 0.11
C -0.108 1.322 1.268 -0.2 -0.2 -0.7 -0.08
```
Forces are in eV/Å.

frontier orbital gap	10.325	eV
multiplicity	1
max |F|	0.0183	hartree/bohr
energy relative to the best compared isomer or geometry (same formula, charge and spin)	10.9	kcal/mol
LUMO level	0.031	hartree
SMILES	c1ccccc1.O.O


The highest max |F| belongs to which entry?
C68H167N9O24